1.
# C52H46AsO5P2Ti

A structure of composition C52H46AsO5P2Ti at a distorted geometry (ωB97M-V/def2-TZVPD, the OMol25 dataset).

Geometry as ORCA input:
```
! wB97M-V def2-TZVPD RIJCOSX def2/J DEFGRID3
* xyz -1 3
Ti 0.434 0.097 -0.033
O 1.088 4.003 0.874
C 0.850 2.831 1.077
O 0.294 2.026 0.210
C 1.072 2.217 2.461
C -0.260 1.645 3.002
C -0.256 1.681 4.524
C 0.840 0.635 4.825
C 1.108 0.052 3.431
O -0.147 0.230 2.736
C 2.002 0.956 2.597
C 2.331 0.314 1.250
O 2.933 0.950 0.402
O 1.818 -0.890 1.005
H 1.434 3.020 3.103
H -1.145 2.032 2.505
H -1.222 1.353 4.908
H -0.038 2.672 4.920
H 0.492 -0.130 5.517
H 1.747 1.078 5.240
H 1.393 -0.994 3.417
H 2.946 1.223 3.076
C -0.885 0.230 -7.282
C -1.019 1.263 -6.362
C -0.941 0.999 -5.003
C -0.737 -0.301 -4.539
C -0.610 -1.325 -5.474
C -0.680 -1.067 -6.839
P -0.506 -0.764 -2.771
C 1.031 0.033 -2.236
C 2.193 -0.847 -2.346
C 3.445 -0.379 -2.634
C 3.674 0.983 -2.882
C 2.570 1.863 -2.852
C 1.308 1.430 -2.578
C -1.838 0.140 -1.872
C -3.021 0.522 -2.509
C -4.085 1.013 -1.767
C -3.966 1.128 -0.388
C -2.777 0.765 0.232
C -1.686 0.254 -0.472
H -0.938 0.438 -8.344
H -1.176 2.279 -6.703
H -1.045 1.811 -4.294
H -0.443 -2.338 -5.125
H -0.575 -1.879 -7.547
H 2.031 -1.903 -2.185
H 4.274 -1.079 -2.665
H 4.669 1.348 -3.090
H 2.725 2.919 -3.045
H 0.487 2.136 -2.549
H -3.126 0.416 -3.583
H -5.002 1.305 -2.266
H -4.791 1.512 0.201
H -2.702 0.869 1.313
C 0.351 -4.000 -1.017
C 1.690 -4.170 -0.323
As 2.695 -5.806 -0.775
C 1.247 -7.043 -0.324
C 0.206 -7.427 -1.166
C -0.834 -8.212 -0.688
C -0.854 -8.615 0.640
C 0.173 -8.234 1.489
C 1.220 -7.461 1.004
C 2.595 -5.799 -2.725
C 2.583 -4.598 -3.425
C 2.584 -4.579 -4.812
C 2.617 -5.771 -5.521
C 2.662 -6.977 -4.833
C 2.655 -6.990 -3.445
P -0.680 -2.667 -0.274
C -2.305 -2.947 -1.061
C -2.430 -3.611 -2.278
C -3.668 -3.740 -2.892
C -4.798 -3.199 -2.296
C -4.682 -2.536 -1.082
C -3.446 -2.413 -0.470
C -0.992 -3.491 1.356
C -1.918 -4.514 1.547
C -2.027 -5.155 2.772
C -1.206 -4.785 3.831
C -0.273 -3.776 3.647
C -0.168 -3.138 2.419
H -0.232 -4.925 -0.981
H 0.492 -3.742 -2.073
H 1.566 -4.260 0.759
H 2.346 -3.309 -0.476
H 0.186 -7.091 -2.195
H -1.642 -8.492 -1.352
H -1.673 -9.216 1.015
H 0.162 -8.531 2.529
H 2.018 -7.169 1.679
H 2.570 -3.656 -2.896
H 2.552 -3.628 -5.328
H 2.614 -5.763 -6.603
H 2.700 -7.913 -5.377
H 2.691 -7.941 -2.925
H -1.553 -4.013 -2.768
H -3.739 -4.251 -3.844
H -5.762 -3.285 -2.782
H -5.553 -2.094 -0.615
H -3.369 -1.877 0.468
H -2.563 -4.824 0.732
H -2.755 -5.947 2.894
H -1.293 -5.282 4.789
H 0.378 -3.478 4.461
H 0.565 -2.356 2.269
*
```

As for the energy: -6153.39493 Ha. The HOMO energy (spin up / spin down) comes out at -0.083 / -0.185 hartree. For the HOMO-LUMO gap (spin up / spin down), the calculation gives 0.1695 / 0.2716 Ha.



2.
# C52H46Cl2FFeN4O4PS

A structure of composition C52H46Cl2FFeN4O4PS at a distorted geometry (ωB97M-V/def2-TZVPD, the OMol25 dataset).

Geometry as ORCA input:
```
! wB97M-V def2-TZVPD RIJCOSX def2/J DEFGRID3
* xyz 2 5
Fe -1.554 0.180 0.659
F 3.289 -0.915 -4.112
C 3.332 -1.368 -2.824
C 2.262 -0.996 -2.032
C 2.266 -1.231 -0.649
C 1.202 -0.701 0.195
O 0.308 0.085 -0.335
C 1.318 -1.116 1.595
C 2.128 -2.171 1.930
N 2.994 -2.818 1.014
C 3.908 -3.741 1.597
C 3.893 -5.240 1.307
C 3.415 -4.668 2.633
C 3.266 -2.169 -0.256
C 4.363 -2.499 -1.007
C 4.395 -2.164 -2.349
N 5.488 -2.624 -3.108
C 5.273 -2.685 -4.556
C 6.522 -3.098 -5.390
N 7.360 -4.003 -4.545
C 7.792 -3.282 -3.301
C 6.841 -2.242 -2.775
C 0.440 -0.626 2.722
O 0.613 -0.994 3.879
O -0.398 0.343 2.387
H 1.412 -0.581 -2.549
H 2.178 -2.691 2.880
H 4.968 -3.394 1.709
H 4.881 -5.662 1.365
H 3.167 -5.676 0.658
H 4.139 -4.846 3.416
H 2.335 -4.706 2.825
H 5.178 -3.095 -0.590
H 4.978 -1.666 -4.997
H 4.393 -3.345 -4.844
H 7.089 -2.197 -5.690
H 6.190 -3.630 -6.307
H 8.289 -4.394 -4.985
H 6.714 -4.787 -4.276
H 8.770 -2.809 -3.514
H 8.017 -4.021 -2.491
H 7.085 -1.193 -3.083
H 7.016 -2.190 -1.654
Cl -3.666 0.710 -1.089
C -3.646 2.458 -1.497
C -4.779 3.122 -2.028
C -4.637 4.396 -2.606
C -3.415 5.079 -2.531
C -2.419 4.574 -1.692
C -2.480 3.217 -1.296
P -1.087 2.550 -0.320
C -0.661 3.841 0.771
C 0.640 4.016 1.212
C 0.941 5.215 1.890
C -0.048 6.069 2.399
C -1.384 5.821 2.046
C -1.667 4.740 1.196
C 0.058 2.506 -1.787
C 1.078 3.463 -2.038
C 1.843 3.434 -3.169
C 1.585 2.500 -4.213
C 0.507 1.626 -3.995
C -0.286 1.713 -2.845
H -5.733 2.588 -2.034
H -5.535 4.730 -3.140
H -3.263 6.111 -2.893
H -1.548 5.178 -1.484
H 1.447 3.331 0.934
H 2.022 5.381 2.058
H 0.216 6.955 2.902
H -2.211 6.386 2.549
H -2.690 4.453 1.021
H 1.263 4.250 -1.280
H 2.654 4.136 -3.276
H 2.087 2.431 -5.190
H 0.373 0.889 -4.805
H -1.223 1.092 -2.735
Cl -1.546 -4.322 -3.066
C -2.044 -3.553 -1.607
C -2.979 -4.318 -0.805
C -3.608 -3.673 0.223
C -3.182 -2.424 0.611
N -2.293 -1.747 -0.121
C -1.700 -2.278 -1.226
H -3.075 -5.373 -1.090
H -4.431 -4.007 0.742
H -3.553 -1.942 1.486
H -0.926 -1.675 -1.701
O -3.157 0.470 1.793
S -3.212 1.141 3.219
C -4.781 2.128 3.224
C -5.324 2.637 4.400
C -6.365 3.541 4.290
C -6.864 3.971 3.065
C -6.290 3.435 1.912
C -5.283 2.461 1.975
C -3.547 -0.241 4.295
C -4.745 -0.941 4.323
C -4.872 -2.170 4.968
C -3.780 -2.660 5.659
C -2.574 -2.011 5.609
C -2.430 -0.796 4.853
H -4.939 2.305 5.377
H -6.902 3.825 5.195
H -7.523 4.825 2.998
H -6.630 3.735 0.899
H -4.902 1.912 1.072
H -5.597 -0.577 3.864
H -5.745 -2.779 4.898
H -3.898 -3.594 6.178
H -1.683 -2.345 6.183
H -1.472 -0.295 4.722
*
```

As for the energy: -5552.06268 Ha. The HOMO energy (spin up / spin down) comes out at -0.426 / -0.438 hartree. For the HOMO-LUMO gap (spin up / spin down), the calculation gives 0.2469 / 0.2579 Ha.



3.
# C52H46Cl3GeN2O2PbS6Sb

A structure of composition C52H46Cl3GeN2O2PbS6Sb at a distorted geometry (ωB97M-V/def2-TZVPD, the OMol25 dataset).

Geometry as ORCA input:
```
! wB97M-V def2-TZVPD RIJCOSX def2/J DEFGRID3
* xyz -1 2
Pb -1.855 1.874 0.435
Cl -2.140 2.703 -3.158
C -1.713 1.244 -3.978
C -1.430 1.322 -5.329
C -1.136 0.180 -6.049
C -1.135 -1.045 -5.405
C -1.407 -1.107 -4.056
Cl -1.418 -2.664 -3.330
C -1.685 0.030 -3.278
S -2.008 -0.163 -1.589
H -1.455 2.284 -5.815
H -0.919 0.240 -7.105
H -0.934 -1.955 -5.946
S -2.388 6.656 -2.917
Sb -2.474 5.056 -1.312
S -4.382 4.083 -0.526
S -0.581 4.327 -0.186
S -4.482 0.377 0.784
C -3.791 -1.119 0.499
N -4.373 -2.010 -0.319
C -3.671 -3.231 -0.638
C -3.066 -3.795 0.637
N -2.212 -2.802 1.238
C -0.989 -3.275 1.845
C -0.054 -3.900 0.840
C 0.676 -5.042 1.147
C 1.606 -5.546 0.253
C 1.817 -4.918 -0.962
C 1.076 -3.793 -1.284
C 0.141 -3.294 -0.395
C -2.586 -1.509 1.241
S -1.729 -0.397 2.148
C -5.536 -1.696 -1.128
C -5.181 -1.292 -2.542
C -5.090 0.053 -2.879
C -4.784 0.431 -4.174
C -4.549 -0.526 -5.145
C -4.630 -1.867 -4.815
C -4.953 -2.247 -3.524
H -2.879 -3.029 -1.368
H -4.380 -3.943 -1.065
H -2.469 -4.681 0.412
H -3.867 -4.070 1.342
H -1.243 -3.985 2.640
H -0.472 -2.414 2.281
H 0.531 -5.536 2.099
H 2.175 -6.432 0.509
H 2.557 -5.299 -1.653
H 1.228 -3.299 -2.233
H -0.420 -2.407 -0.640
H -6.074 -0.885 -0.635
H -6.165 -2.593 -1.144
H -5.260 0.805 -2.123
H -4.726 1.479 -4.427
H -4.290 -0.229 -6.151
H -4.440 -2.621 -5.565
H -5.033 -3.300 -3.290
Cl -2.618 -0.862 6.992
C -2.573 0.396 5.811
C -1.398 1.117 5.629
C -1.351 2.081 4.652
C -2.472 2.364 3.835
C -2.384 3.309 2.802
C -3.662 1.639 4.085
C -3.708 0.667 5.054
H -0.536 0.909 6.245
H -0.444 2.638 4.486
H -1.506 3.931 2.747
H -3.287 3.695 2.356
H -4.532 1.837 3.477
H -4.612 0.104 5.231
O 0.626 -0.732 1.105
C 0.779 0.142 0.259
O 0.415 1.355 0.376
C 1.476 -0.187 -1.062
C 2.621 0.780 -1.295
Ge 3.700 1.200 0.341
C 4.063 -0.319 1.576
C 4.632 -0.111 2.827
C 4.841 -1.166 3.698
C 4.476 -2.451 3.331
C 3.924 -2.676 2.082
C 3.730 -1.617 1.215
C 5.459 1.862 -0.350
C 6.418 2.384 0.510
C 7.628 2.854 0.034
C 7.904 2.815 -1.322
C 6.961 2.301 -2.194
C 5.756 1.832 -1.705
C 2.931 2.724 1.333
C 2.441 2.619 2.626
C 1.900 3.723 3.261
C 1.814 4.936 2.600
C 2.277 5.045 1.300
C 2.838 3.945 0.680
H 0.746 -0.086 -1.871
H 1.813 -1.221 -1.034
H 2.201 1.743 -1.591
H 3.237 0.412 -2.119
H 4.912 0.891 3.126
H 5.280 -0.986 4.671
H 4.623 -3.272 4.019
H 3.633 -3.675 1.784
H 3.302 -1.808 0.244
H 6.203 2.424 1.569
H 8.359 3.259 0.722
H 8.848 3.187 -1.696
H 7.163 2.270 -3.256
H 5.031 1.437 -2.402
H 2.467 1.664 3.131
H 1.536 3.637 4.278
H 1.379 5.795 3.096
H 2.188 5.984 0.768
H 3.201 4.031 -0.337
*
```

As for the energy: -8549.00131 Ha. The HOMO energy (spin up / spin down) comes out at -0.173 / -0.189 hartree. For the HOMO-LUMO gap (spin up / spin down), the calculation gives 0.2186 / 0.2208 Ha.



4.
# C52H46ClCrGeN5O6P2S

A structure of composition C52H46ClCrGeN5O6P2S (ωB97M-V/def2-TZVPD, the OMol25 dataset).

Geometry as ORCA input:
```
! wB97M-V def2-TZVPD RIJCOSX def2/J DEFGRID3
* xyz 3 2
Cr 0.924 0.075 0.173
O 0.776 3.052 5.088
C 1.636 2.037 5.154
O 2.143 1.689 6.174
C 1.955 1.315 3.869
C 2.921 0.306 3.735
Cl 3.891 -0.355 4.926
N 2.926 -0.132 2.456
N 1.970 0.526 1.772
C 1.399 1.394 2.606
C 0.348 2.225 1.956
O -0.128 3.222 2.422
O 0.063 1.803 0.709
C 3.796 -1.044 1.738
C 3.306 -1.694 0.611
C 4.112 -2.530 -0.136
C 5.430 -2.734 0.252
C 5.923 -2.080 1.372
C 5.117 -1.224 2.113
H 0.445 3.237 4.194
H 2.275 -1.594 0.293
H 3.705 -3.029 -1.007
H 6.070 -3.395 -0.320
H 6.950 -2.228 1.678
H 5.535 -0.699 2.958
O -0.353 -0.691 1.450
P -1.317 -1.861 1.728
C -1.599 -2.748 0.153
P -1.189 -1.892 -1.392
O -0.163 -0.757 -1.155
C -0.489 -3.128 -2.456
C 0.778 -2.946 -3.011
C 1.287 -3.919 -3.863
C 0.541 -5.052 -4.158
C -0.724 -5.226 -3.607
C -1.243 -4.265 -2.758
C -2.646 -1.225 -2.145
C -3.940 -1.457 -1.682
C -5.023 -0.945 -2.383
C -4.817 -0.212 -3.543
C -3.525 0.024 -4.010
C -2.439 -0.484 -3.320
C -2.868 -1.169 2.242
C -3.387 -0.209 1.363
C -4.616 0.370 1.617
C -5.331 0.014 2.754
C -4.813 -0.914 3.642
C -3.583 -1.507 3.393
C -0.521 -3.071 2.789
C 0.828 -3.281 2.466
C 1.609 -4.152 3.201
C 1.054 -4.838 4.277
C -0.287 -4.672 4.583
C -1.076 -3.798 3.845
H -2.635 -3.090 0.120
H -0.963 -3.634 0.170
H 1.345 -2.054 -2.784
H 2.268 -3.796 -4.306
H 0.943 -5.804 -4.827
H -1.305 -6.107 -3.848
H -2.238 -4.401 -2.343
H -4.120 -2.028 -0.779
H -6.030 -1.130 -2.030
H -5.667 0.167 -4.097
H -3.373 0.590 -4.921
H -1.432 -0.316 -3.689
H -2.829 0.087 0.480
H -5.018 1.106 0.934
H -6.292 0.473 2.952
H -5.361 -1.177 4.537
H -3.199 -2.202 4.112
H 1.268 -2.772 1.623
H 2.648 -4.305 2.933
H 1.664 -5.512 4.866
H -0.731 -5.231 5.398
H -2.119 -3.735 4.095
Ge -1.200 3.034 -0.366
C -2.753 3.654 0.503
C -2.797 4.511 1.606
C -4.009 5.054 1.996
C -5.169 4.767 1.283
C -5.128 3.926 0.180
C -3.921 3.359 -0.212
C 0.182 4.143 -1.051
C 0.607 5.305 -0.398
C 1.610 6.086 -0.959
C 2.173 5.723 -2.178
C 1.743 4.576 -2.839
C 0.754 3.779 -2.275
H -1.510 1.898 -1.343
H -1.902 4.748 2.160
H -4.052 5.712 2.854
H -6.109 5.212 1.585
H -6.033 3.717 -0.378
H -3.892 2.702 -1.076
H 0.145 5.617 0.532
H 1.935 6.991 -0.460
H 2.933 6.351 -2.628
H 2.163 4.319 -3.805
H 0.415 2.889 -2.797
C 3.945 0.170 -5.257
C 4.157 -0.552 -3.919
C 3.615 0.221 -2.760
N 2.609 -0.127 -2.051
N 2.310 0.803 -1.054
C 3.106 1.873 -1.074
N 3.016 2.907 -0.242
S 4.302 1.767 -2.294
H 4.380 -0.417 -6.065
H 4.427 1.150 -5.266
H 2.882 0.301 -5.464
H 5.222 -0.730 -3.758
H 3.653 -1.518 -3.923
H 2.130 3.100 0.197
H 3.598 3.715 -0.405
*
```

As for the energy: -7396.15659 Ha. The HOMO energy (spin up / spin down) comes out at -0.585 / -0.585 hartree. For the HOMO-LUMO gap (spin up / spin down), the calculation gives 0.2370 / 0.2565 Ha.



Question: What is the energy in the second record?
Answer: -5552.06268 Ha



Question: Among the records above, which one has the highest energy?
Answer: C52H46Cl2FFeN4O4PS



Question: energy of number 1 (C52H46AsO5P2Ti)?
Answer: -6153.39493 Ha